A structure of composition C21H25AuF3N2PS4Sb2. Source: the OMol25 dataset; level of theory: wB97M-V/def2-TZVPD.

```
59
Properties=species:S:1:pos:R:3:lowdin_charge:R:1
Au 2.487 0.617 -0.303 0.248
Sb 4.562 3.593 0.250 0.286
Sb -0.554 0.669 -0.362 1.501
S 2.231 2.972 -0.210 -0.239
S 4.883 2.578 -2.133 -0.159
S 5.242 1.926 1.638 -0.272
S 4.485 0.700 -1.647 -0.095
P 2.831 -1.683 -0.414 0.634
F -2.875 -0.040 5.387 0.069
F -3.090 -4.117 -3.469 0.068
F -4.237 5.271 -2.356 0.066
N 2.957 -0.105 2.802 -0.072
N 1.952 0.609 2.074 -0.141
C 4.381 -2.163 0.377 -0.249
C -1.490 -0.978 -1.363 -0.394
C -3.205 2.081 -1.048 -0.118
C -1.823 2.240 -1.033 -0.388
C -3.150 -2.719 -1.584 0.000
C -1.835 -0.991 3.510 -0.001
C -2.567 -3.088 -2.782 -0.279
C -2.603 -1.657 -0.880 -0.120
C -3.442 4.277 -1.923 -0.279
C -2.408 0.102 4.135 -0.278
C -1.355 -0.831 2.219 -0.151
C -2.030 1.467 2.224 -0.107
C -0.930 -1.380 -2.572 -0.148
C 2.897 -2.380 -2.082 -0.252
C -4.029 3.100 -1.493 -0.004
C -1.450 0.392 1.560 -0.400
C -1.463 -2.434 -3.296 -0.005
C -2.517 1.332 3.515 0.004
C -2.075 4.466 -1.924 0.001
C -1.264 3.434 -1.474 -0.125
C 1.555 -2.640 0.443 -0.247
H 3.842 0.260 2.442 -0.095
H -0.190 3.572 -1.462 0.034
H 1.939 -2.221 -2.577 0.029
H -5.105 2.998 -1.513 0.120
H 5.209 -1.664 -0.127 0.032
H -2.974 2.159 4.040 0.124
H -2.113 2.428 1.730 0.104
H 1.795 -3.703 0.409 0.057
H -4.015 -3.257 -1.221 0.122
H 1.522 -2.315 1.485 0.036
H 2.935 0.185 3.776 0.075
H 1.977 1.613 2.255 0.040
H 4.512 -3.244 0.328 0.056
H -3.654 1.152 -0.713 0.099
H -0.911 -1.687 1.722 0.087
H 1.041 0.249 2.334 0.037
H 0.584 -2.477 -0.031 0.021
H 3.673 -1.870 -2.652 0.021
H -1.774 -1.937 4.029 0.122
H 4.355 -1.838 1.417 0.032
H 3.108 -3.449 -2.040 0.057
H -0.065 -0.858 -2.969 0.093
H -1.661 5.403 -2.269 0.123
H -3.056 -1.366 0.060 0.096
H -1.043 -2.750 -4.241 0.122
```

Results
Gap between HOMO and LUMO (alpha / beta) ... 5.8 / 5.8 eV
Lowest unoccupied orbital energy (alpha / beta) ... -1.4596 / -1.4595 eV
Energy above the lowest of the compared OMol25 structures with the same formula, charge and spin ... 0.0 kJ/mol
Maximum force ... 0.35 eV/A
2S+1 ... 1



A structure of composition CF4N2O at a distorted geometry. Source: the OMol25 dataset; level of theory: wB97M-V/def2-TZVPD.

```
8
Properties=species:S:1:pos:R:3:lowdin_charge:R:1
F 1.642 0.610 -1.065 0.229
F 1.490 0.766 1.078 0.209
F 1.895 -1.144 0.170 0.220
F -1.955 1.317 -0.029 -0.151
O -2.487 -0.907 -0.113 0.159
N -0.343 -0.415 -0.028 0.215
N -1.556 -0.234 -0.043 -0.289
C 1.314 0.006 0.031 -0.592
```

Results
Gap between HOMO and LUMO ... 11.5 eV
Lowest unoccupied orbital energy ... 0.3049 eV
Energy above the lowest of the compared OMol25 structures with the same formula, charge and spin ... 418.7 kJ/mol
Maximum force ... 5.55 eV/A
2S+1 ... 1



A cluster of 3 separate species, C4H7NO2 in total at a distorted geometry. Source: the OMol25 dataset; level of theory: wB97M-V/def2-TZVPD.

```
14
Properties=species:S:1:pos:R:3:lowdin_charge:R:1
O -0.773 1.209 2.353 0.111
O -1.253 -1.552 1.239 -0.039
N 0.917 0.937 -1.680 0.013
C -0.011 -1.469 0.663 -0.342
C 0.486 1.867 -0.938 -0.238
C -0.280 1.061 1.341 0.039
C 0.141 -1.530 -0.653 -0.021
H -1.233 -1.175 2.125 0.074
H -0.551 2.225 -0.906 0.066
H 0.149 0.555 -2.235 0.038
H 1.174 2.367 -0.252 0.054
H 0.841 -1.396 1.341 0.117
H 1.126 -1.527 -1.101 0.057
H -0.732 -1.573 -1.297 0.072
```

Results
Gap between HOMO and LUMO ... 9.8 eV
Lowest unoccupied orbital energy ... 0.7557 eV
Energy above the lowest of the compared OMol25 structures with the same formula, charge and spin ... 330.1 kJ/mol
Maximum force ... 1.77 eV/A
2S+1 ... 1



The molecule C2H4N4O2 at a distorted geometry. Source: the OMol25 dataset; level of theory: wB97M-V/def2-TZVPD.

```
12
Properties=species:S:1:pos:R:3:lowdin_charge:R:1
O 0.293 0.727 -0.137 0.142
O -0.771 -1.107 -0.839 -0.003
N -0.287 2.238 -1.753 0.175
N -1.389 0.081 -1.533 0.143
N 0.948 -0.913 2.345 -0.033
N 0.291 -1.283 1.150 0.013
C -0.007 -0.531 0.166 -0.427
C -0.373 1.091 -1.276 -0.472
H 0.372 -1.251 3.162 0.090
H -1.221 -0.224 -2.584 0.190
H 0.384 2.752 -1.149 0.093
H 1.761 -1.579 2.447 0.090
```

Results
Gap between HOMO and LUMO ... 9.6 eV
Lowest unoccupied orbital energy ... 0.5977 eV
Energy above the lowest of the compared OMol25 structures with the same formula, charge and spin ... 303.3 kJ/mol
Maximum force ... 4.02 eV/A
SMILES ... [H]/N=c1/[nH]o/c(=N/N)o1
2S+1 ... 1



A structure of composition C5H12NO at a distorted geometry. Source: the OMol25 dataset; level of theory: wB97M-V/def2-TZVPD.

```
19
Properties=species:S:1:pos:R:3:lowdin_charge:R:1
O 2.834 -1.033 -1.202 -0.309
N -3.175 -0.322 0.227 -0.284
C 1.064 0.694 0.069 -0.114
C 2.269 0.254 0.592 -0.059
C 3.346 -0.051 -0.419 -0.499
C -0.035 1.078 0.987 -0.079
C -3.657 -1.032 -0.945 -0.475
H 3.567 0.884 -0.990 0.098
H -3.233 -0.561 -1.845 0.010
H -3.317 -2.082 -1.002 0.022
H -3.010 -1.052 0.921 -0.135
H 2.424 0.469 1.645 0.144
H -4.756 -0.974 -1.087 0.007
H -0.082 0.459 1.883 0.088
H -1.042 1.029 0.563 0.039
H 4.293 -0.309 0.104 0.087
H 1.048 0.961 -0.976 0.153
H 1.355 -0.530 0.168 0.216
H 0.106 2.117 1.307 0.088
```

Results
Gap between HOMO and LUMO ... 3.7 eV
Lowest unoccupied orbital energy ... 2.4501 eV
Energy above the lowest of the compared OMol25 structures with the same formula, charge and spin ... 580.3 kJ/mol
Maximum force ... 2.71 eV/A
Charge ... -1
2S+1 ... 1



A cluster of 5 separate species, C27H35NOSi in total. Source: the OMol25 dataset; level of theory: wB97M-V/def2-TZVPD.

```
65
Properties=species:S:1:pos:R:3:lowdin_charge:R:1
Si 1.568 -0.475 -1.334 0.436
O 2.410 0.491 -2.356 -0.211
N -0.042 0.131 -1.047 -0.136
C -1.604 5.995 -4.252 -0.094
C -0.165 4.323 -5.206 -0.092
C -1.202 -1.129 4.041 -0.093
C 3.597 -2.252 3.340 -0.092
C -1.525 -2.943 -2.419 -0.105
C -2.174 -3.985 -1.772 -0.096
C -2.338 -0.737 1.961 -0.109
C -1.308 -4.307 -4.387 -0.098
C -3.296 0.048 4.020 -0.093
C -2.390 -5.188 -2.431 -0.100
C 2.688 -1.458 5.420 -0.098
C -2.218 -0.475 4.721 -0.089
C -1.957 -5.348 -3.739 -0.101
C 2.595 -1.597 4.043 -0.099
C -1.180 5.259 -5.349 -0.095
C -0.004 4.858 -2.868 -0.100
C -0.374 2.348 0.084 -0.258
C 0.422 4.124 -3.965 -0.101
C -1.016 5.796 -3.012 -0.090
C -1.264 -1.265 2.661 -0.100
C 4.691 -2.770 4.017 -0.095
C -0.307 1.580 -1.220 -0.290
C -1.092 -3.106 -3.727 -0.100
C 4.784 -2.632 5.395 -0.097
C -3.354 -0.078 2.640 -0.092
C 0.979 2.530 0.758 -0.098
C 3.783 -1.976 6.097 -0.097
H 5.639 -3.036 5.922 0.100
H 0.457 4.701 -1.901 0.094
H -1.069 1.846 0.766 0.098
H 1.893 0.913 -3.039 0.031
H 1.426 1.573 1.037 0.052
H -2.395 6.726 -4.365 0.101
H -0.968 -4.433 -5.407 0.099
H -2.124 -6.286 -4.253 0.099
H -0.810 3.326 -0.144 0.099
H -2.895 -6.000 -1.924 0.099
H -0.290 -0.091 -0.085 0.037
H 3.857 -1.868 7.171 0.100
H -1.351 -2.004 -1.908 0.068
H 0.901 3.127 1.667 0.073
H -0.470 -1.782 2.134 0.099
H -0.360 -1.540 4.584 0.086
H 1.455 -1.825 -1.927 -0.036
H -1.639 5.415 -6.316 0.101
H -2.512 -3.861 -0.750 0.097
H -0.580 -2.295 -4.230 0.098
H 2.362 -0.593 -0.087 -0.034
H 1.743 -1.188 3.514 0.080
H 0.471 2.046 -1.830 0.069
H -1.346 6.371 -2.156 0.102
H 5.473 -3.281 3.470 0.101
H 3.524 -2.357 2.265 0.096
H 1.908 -0.942 5.967 0.098
H -4.189 0.338 2.092 0.103
H -2.169 -0.371 5.797 0.102
H -2.386 -0.836 0.883 0.094
H -4.089 0.560 4.550 0.101
H 1.224 3.403 -3.856 0.093
H 1.674 3.030 0.079 0.075
H 0.170 3.752 -6.063 0.101
H -1.242 1.703 -1.772 0.111
```

Results
Gap between HOMO and LUMO ... 9.8 eV
Lowest unoccupied orbital energy ... 0.6089 eV
Maximum force ... 0.95 eV/A
SMILES ... CCCN[SiH2]O.c1ccccc1.c1ccccc1.c1ccccc1.c1ccccc1
2S+1 ... 1



The molecule C2H3FO at a distorted geometry. Source: the OMol25 dataset; level of theory: wB97M-V/def2-TZVPD.

```
7
Properties=species:S:1:pos:R:3:lowdin_charge:R:1
F 0.524 2.008 0.091 -0.023
O 1.994 -1.222 -0.093 0.106
C 0.664 0.750 -0.416 -0.152
C 1.537 -0.307 0.499 -0.326
H -0.394 0.284 -0.332 0.138
H 1.707 -0.090 1.570 0.132
H 1.220 0.590 -1.387 0.125
```

Results
Gap between HOMO and LUMO (alpha / beta) ... 7.4 / 10.0 eV
Lowest unoccupied orbital energy (alpha / beta) ... 1.1246 / -2.6697 eV
Energy above the lowest of the compared OMol25 structures with the same formula, charge and spin ... 41.8 kJ/mol
Maximum force ... 8.12 eV/A
2S+1 ... 3



The molecule C8H11NOS at a distorted geometry. Source: the OMol25 dataset; level of theory: wB97M-V/def2-TZVPD.

```
22
Properties=species:S:1:pos:R:3:lowdin_charge:R:1
S 2.823 -1.199 0.232 0.931
O 4.230 -0.948 -0.131 -0.559
N -2.598 -3.059 -0.542 0.172
C -1.645 0.340 0.415 -0.179
C -2.345 -1.935 -0.528 -0.248
C 0.697 0.721 -0.357 -0.328
C -0.156 0.293 0.807 -0.343
C 0.200 -1.069 1.381 -0.120
C 0.354 1.971 -1.044 -0.038
C -1.986 -0.618 -0.646 -0.051
C 1.837 0.071 -0.703 -0.211
H 1.279 2.454 -1.328 0.100
H 1.124 -1.012 1.981 0.051
H -0.123 1.876 -1.924 0.055
H 2.386 0.474 -1.425 0.021
H -0.219 2.552 -0.401 0.068
H -1.878 -0.265 -1.666 0.118
H 0.258 1.076 1.559 0.189
H -0.649 -1.331 1.955 0.075
H 0.548 -1.805 0.694 0.032
H -2.117 0.000 1.371 0.125
H -2.019 1.413 0.301 0.140
```

Results
Gap between HOMO and LUMO (alpha / beta) ... 8.3 / 6.8 eV
Lowest unoccupied orbital energy (alpha / beta) ... -0.9951 / -1.4924 eV
Energy above the lowest of the compared OMol25 structures with the same formula, charge and spin ... 440.9 kJ/mol
Maximum force ... 4.72 eV/A
2S+1 ... 1